Record 1
Formula: C4H7N3
Source: OMol25
Level of theory: the ωB97M-V functional and the def2-TZVPD basis

Properties
net charge: 0
multiplicity: 1
HOMO level: -8.742 eV
LUMO: 0.55 eV
E: -320.7919 hartree
Kohn-Sham gap: 0.3416 hartree
largest force on an atom: 1.492 eV Å⁻¹

Positions of all 14 atoms, in Å:
C (-2.287, 0.147, -0.318)
C (-0.908, -0.472, -0.161)
N (0.053, 0.616, -0.051)
C (1.336, 0.654, 0.199)
N (2.085, -0.506, 0.120)
C (3.309, 0.046, -0.107)
N (4.278, 0.645, -0.314)
H (-2.351, 0.714, -1.253)
H (-2.487, 0.836, 0.512)
H (-3.065, -0.618, -0.320)
H (-0.665, -1.121, -1.011)
H (-0.850, -1.071, 0.755)
H (-0.336, 1.547, -0.017)
H (1.852, -1.414, -0.303)

Atom charges from the Mulliken analysis, given in e for atoms 1 to 2:
1. C -1.365
2. C -0.215

---

Record 2
Formula: C18H11N5S
Source: OMol25
Level of theory: the ωB97M-V functional and the def2-TZVPD basis

Properties
net charge: 0
SMILES string: C1=Nn2c(nnc2-c2ccccc2)Sc2nc3ccccc3cc21
multiplicity: 1
HOMO level: -8.042 eV
LUMO: -0.80 eV
E: -1364.3465 hartree
Kohn-Sham gap: 0.2663 hartree
largest force on an atom: 6.229 eV Å⁻¹

Positions of all 35 atoms, in Å:
C (-0.828, -0.851, 2.165)
N (-0.225, -1.799, 1.474)
N (-0.287, -2.004, 0.114)
C (-1.449, -2.238, -0.614)
N (-1.213, -3.106, -1.631)
N (0.093, -3.355, -1.523)
C (0.628, -2.597, -0.626)
C (2.179, -2.549, -0.739)
C (2.832, -3.271, -1.706)
C (4.161, -3.150, -2.017)
C (4.888, -2.116, -1.345)
C (4.276, -1.281, -0.378)
C (2.942, -1.496, -0.013)
S (-2.946, -1.707, -0.168)
C (-2.591, -0.014, 0.489)
N (-3.165, 0.972, -0.204)
C (-2.751, 2.183, 0.081)
C (-3.148, 3.242, -0.766)
C (-2.807, 4.577, -0.578)
C (-2.155, 4.764, 0.661)
C (-1.773, 3.782, 1.532)
C (-2.033, 2.529, 1.179)
C (-1.615, 1.504, 1.954)
C (-1.705, 0.202, 1.511)
H (-0.524, -0.784, 3.198)
H (2.329, -4.095, -2.204)
H (4.631, -3.914, -2.646)
H (5.901, -2.045, -1.421)
H (4.857, -0.440, 0.056)
H (2.490, -0.855, 0.801)
H (-3.680, 3.076, -1.686)
H (-3.115, 5.339, -1.292)
H (-1.775, 5.720, 0.938)
H (-1.447, 3.930, 2.559)
H (-0.974, 1.846, 2.846)

Atom charges from the Mulliken analysis, given in e for atoms 1 to 2:
1. C -0.535
2. N -0.701

---

Record 3
Formula: C6H12NO2
Source: OMol25
Level of theory: the ωB97M-V functional and the def2-TZVPD basis

Properties
net charge: 0
multiplicity: 2
HOMO level (spin up / spin down): -9.175 / -9.179 eV
LUMO (spin up / spin down): 0.79 / -2.98 eV
E: -440.8562 hartree
Kohn-Sham gap (spin up / spin down): 0.3664 / 0.2280 hartree
largest force on an atom: 4.489 eV Å⁻¹

Positions of all 21 atoms, in Å:
C (1.471, -0.399, -0.964)
O (0.784, -1.100, -1.857)
C (1.210, -1.024, 0.476)
C (1.086, -0.223, 1.762)
C (0.281, 1.040, 1.280)
C (-1.003, 1.021, 0.957)
N (-1.614, 2.223, 0.272)
C (-1.938, 1.848, -0.895)
H (1.249, 0.697, -1.088)
H (2.556, -0.379, -1.231)
H (1.977, -1.757, 0.555)
H (0.325, -1.610, 0.273)
H (0.485, -0.688, 2.592)
H (2.042, 0.094, 2.160)
H (0.934, 1.902, 1.354)
H (-1.727, 0.214, 1.159)
H (-1.829, 0.899, -1.396)
H (-2.393, 2.652, -1.424)
H (-1.681, -2.395, -0.825)
H (-0.564, -1.366, -1.718)
O (-1.648, -1.650, -1.444)

Atom charges from the Mulliken analysis, given in e for atoms 1 to 2:
1. C -0.287
2. O -0.373

---

Record 4
Formula: C44H58BaN7O5SSi3
Source: OMol25
Level of theory: the ωB97M-V functional and the def2-TZVPD basis

Properties
net charge: -1
multiplicity: 1
HOMO level: -3.870 eV
LUMO: 2.00 eV
E: -3763.4715 hartree
Kohn-Sham gap: 0.2158 hartree
largest force on an atom: 2.464 eV Å⁻¹

Positions of all 119 atoms, in Å:
Ba (-0.886, -0.604, -0.537)
C (-3.207, -1.360, 3.739)
C (-4.138, -0.346, 3.945)
C (-4.438, 0.521, 2.918)
C (-3.786, 0.354, 1.688)
N (-2.816, -0.553, 1.530)
C (-2.549, -1.407, 2.525)
N (-4.327, 1.017, 0.588)
C (-3.703, 1.330, -0.489)
N (-2.360, 1.436, -0.744)
C (-2.173, 1.467, -2.092)
N (-0.967, 1.403, -2.587)
C (-0.747, 0.718, -3.767)
C (0.041, 1.250, -4.799)
C (0.284, 0.482, -5.915)
C (-0.256, -0.801, -5.992)
C (-1.003, -1.251, -4.920)
N (-1.232, -0.532, -3.822)
C (-3.499, 1.508, -2.780)
C (-3.864, 1.586, -4.112)
C (-5.223, 1.667, -4.400)
C (-6.175, 1.659, -3.384)
C (-5.799, 1.567, -2.048)
C (-4.448, 1.506, -1.772)
H (-2.968, -2.081, 4.508)
H (-4.644, -0.246, 4.898)
H (-5.188, 1.292, 3.014)
H (-1.799, -2.165, 2.321)
H (0.428, 2.254, -4.702)
H (0.887, 0.876, -6.724)
H (-0.101, -1.435, -6.855)
H (-1.445, -2.242, -4.929)
H (-3.127, 1.574, -4.905)
H (-5.547, 1.727, -5.432)
H (-7.225, 1.717, -3.643)
H (-6.525, 1.539, -1.247)
C (1.470, -2.105, 1.575)
O (1.085, -0.747, 1.593)
Si (1.509, 0.211, 2.992)
C (0.244, -0.333, 4.292)
C (3.078, -0.655, 3.627)
C (1.557, 1.948, 2.661)
Si (3.048, 2.726, 2.020)
C (4.408, 1.519, 1.431)
C (4.016, 3.772, 3.283)
C (2.799, 3.890, 0.539)
Si (0.257, 3.017, 3.324)
C (0.417, 4.828, 2.772)
C (0.159, 3.099, 5.224)
C (-1.513, 2.596, 2.800)
H (2.558, -2.209, 1.517)
H (1.049, -2.598, 0.694)
H (1.120, -2.644, 2.466)
H (0.125, -1.421, 4.245)
H (-0.744, 0.116, 4.212)
H (0.643, -0.090, 5.283)
H (2.815, -1.611, 4.090)
H (3.513, -0.020, 4.405)
H (3.853, -0.845, 2.884)
H (4.923, 1.057, 2.275)
H (5.150, 2.132, 0.902)
H (4.040, 0.729, 0.771)
H (4.380, 3.123, 4.085)
H (3.400, 4.545, 3.749)
H (4.881, 4.264, 2.824)
H (2.067, 3.480, -0.160)
H (3.749, 4.039, 0.015)
H (2.444, 4.875, 0.851)
H (1.377, 5.300, 2.995)
H (-0.361, 5.398, 3.292)
H (0.238, 4.919, 1.697)
H (1.156, 3.126, 5.671)
H (-0.362, 2.228, 5.633)
H (-0.384, 3.994, 5.547)
H (-1.590, 2.452, 1.718)
H (-2.182, 3.418, 3.082)
H (-1.891, 1.693, 3.284)
C (2.415, -4.673, -4.221)
N (2.294, -3.666, -3.193)
C (3.521, -2.972, -2.853)
C (1.127, -3.328, -2.582)
C (-0.137, -4.038, -2.997)
O (1.105, -2.482, -1.690)
H (2.611, -4.221, -5.199)
H (1.516, -5.278, -4.289)
H (3.250, -5.338, -3.986)
H (3.938, -2.491, -3.742)
H (4.259, -3.680, -2.464)
H (3.314, -2.210, -2.111)
H (-0.169, -5.034, -2.547)
H (-0.221, -4.161, -4.076)
H (-0.985, -3.470, -2.622)
S (2.509, 0.501, -1.982)
C (3.390, 1.881, -2.245)
N (4.694, 1.963, -1.829)
C (5.495, 3.050, -1.963)
C (5.044, 4.165, -2.584)
C (3.703, 4.157, -3.049)
C (2.910, 3.067, -2.887)
H (5.021, 1.173, -1.290)
H (6.482, 2.951, -1.535)
H (5.680, 5.031, -2.686)
H (3.295, 5.041, -3.523)
H (1.876, 3.063, -3.200)
O (-4.968, -3.815, 1.071)
C (-3.784, -4.333, 1.504)
C (-3.642, -4.862, 2.783)
C (-2.411, -5.332, 3.213)
C (-1.312, -5.273, 2.368)
C (-1.465, -4.737, 1.097)
C (-2.692, -4.271, 0.644)
C (-2.783, -3.629, -0.730)
O (-3.447, -4.144, -1.618)
O (-2.052, -2.581, -0.828)
H (-5.586, -3.786, 1.808)
H (-4.501, -4.881, 3.447)
H (-2.314, -5.733, 4.214)
H (-0.344, -5.625, 2.700)
H (-0.608, -4.643, 0.438)

Atom charges from the Mulliken analysis, given in e for atoms 1 to 2:
1. Ba 0.793
2. C -1.087

---

Record 5
Formula: C6H14ClNO
Source: OMol25
Level of theory: the ωB97M-V functional and the def2-TZVPD basis

Properties
net charge: 0
multiplicity: 1
HOMO level (spin up / spin down): -7.281 / -7.008 eV
LUMO (spin up / spin down): 0.47 / 0.47 eV
E: -827.0519 hartree
Kohn-Sham gap (spin up / spin down): 0.2849 / 0.2748 hartree
largest force on an atom: 4.428 eV Å⁻¹

Positions of all 23 atoms, in Å:
C (0.421, -2.204, -0.750)
C (-0.957, -0.238, -1.724)
C (1.370, 0.111, -0.979)
C (-0.321, -0.457, 0.710)
C (-0.550, 2.019, 1.299)
C (0.121, -0.689, -0.674)
N (0.203, 2.164, 2.463)
O (-1.574, -0.912, 1.066)
Cl (-0.021, 3.152, -0.025)
H (1.412, -2.355, -1.226)
H (-0.370, -2.679, -1.413)
H (0.382, -2.734, 0.194)
H (-0.957, 0.787, -1.725)
H (-1.975, -0.597, -1.417)
H (-0.791, -0.562, -2.711)
H (1.787, -0.247, -1.898)
H (1.029, 1.192, -1.060)
H (2.098, -0.024, -0.226)
H (0.367, -0.430, 1.455)
H (-1.546, 2.288, 1.469)
H (0.097, 1.305, 3.094)
H (1.229, 2.428, 2.184)
H (-1.454, -1.317, 1.891)

Atom charges from the Mulliken analysis, given in e for atoms 1 to 2:
1. C -1.474
2. C -1.839

---

Record 6
Formula: ClF2OS
Source: OMol25
Level of theory: the ωB97M-V functional and the def2-TZVPD basis

Properties
net charge: +1
multiplicity: 3
HOMO level (spin up / spin down): -16.322 / -17.567 eV
LUMO (spin up / spin down): -9.21 / -9.82 eV
E: -1132.7907 hartree
Kohn-Sham gap (spin up / spin down): 0.2615 / 0.2846 hartree
largest force on an atom: 4.304 eV Å⁻¹

Positions of all 5 atoms, in Å:
O (-0.941, 0.641, -0.577)
F (1.353, -0.143, 0.198)
F (-0.940, -1.495, 1.049)
S (-0.960, 0.171, 0.744)
Cl (1.488, 0.826, -1.413)

Atom charges from the Mulliken analysis, given in e for atoms 1 to 2:
1. O -0.137
2. F -0.328